(1)
The following is a quantum chemistry calculation of C2H4O3P as an isolated structure at a distorted geometry, from OMol25.

Positions of all 10 atoms, in Å:
1 C 0.320 0.487 0.455
2 C 1.604 -0.250 0.028
3 O -2.882 0.982 0.299
4 O -2.479 -1.562 0.170
5 O -0.735 0.060 -0.952
6 P -2.042 -0.169 -0.049
7 H 0.507 1.462 0.167
8 H 1.685 0.140 -0.953
9 H 1.725 -1.336 0.203
10 H 2.296 0.187 0.632

The net charge is -1. The value obtained for the LUMO energy is 4.289 eV. The HOMO energy is -3.578 eV.

Population analysis type natural (NBO), resulting atomic charges in e: atom 1 (C): -0.274, atom 2 (C): -0.688, atom 3 (O): -1.100, atom 4 (O): -1.099, atom 5 (O): -0.979, atom 6 (P): 2.458, atom 7 (H): 0.106, atom 8 (H): 0.196, atom 9 (H): 0.192, atom 10 (H): 0.189

---

(2)
The following is a quantum chemistry calculation of C47H52HfN7O2PS4Si as an isolated structure at a distorted geometry, from OMol25.

Positions of all 115 atoms, in Å:
1 Hf 0.437 0.379 -0.394
2 C 1.409 0.457 6.662
3 Si 0.369 -0.435 5.377
4 C -1.270 0.454 5.213
5 C 0.078 -2.208 5.909
6 C 1.386 -0.484 3.779
7 C 2.730 -0.832 3.905
8 C 3.576 -0.942 2.808
9 C 3.042 -0.705 1.562
10 N 1.747 -0.423 1.398
11 C 0.940 -0.290 2.465
12 S -0.669 0.166 1.951
13 H 0.885 0.469 7.621
14 H 1.583 1.493 6.362
15 H 2.382 -0.010 6.829
16 H -1.693 0.550 6.219
17 H -1.977 -0.103 4.600
18 H -1.163 1.452 4.787
19 H -0.427 -2.250 6.877
20 H 1.017 -2.761 5.993
21 H -0.548 -2.721 5.174
22 H 3.141 -1.015 4.893
23 H 4.625 -1.181 2.917
24 H 3.634 -0.742 0.655
25 C 1.158 -3.036 -0.047
26 O 0.814 -2.034 -1.012
27 C 1.407 -2.245 -2.286
28 C 0.550 -1.505 -3.288
29 O 0.222 -0.234 -2.739
30 C 0.064 0.796 -3.724
31 H 0.815 -4.009 -0.404
32 H 0.637 -2.791 0.874
33 H 2.237 -3.051 0.117
34 H 1.426 -3.313 -2.521
35 H 2.430 -1.862 -2.274
36 H -0.378 -2.045 -3.488
37 H 1.095 -1.381 -4.227
38 H 0.972 0.872 -4.325
39 H -0.100 1.717 -3.169
40 H -0.792 0.562 -4.363
41 N -7.719 3.952 -5.614
42 C -6.991 3.278 -5.034
43 C -6.089 2.424 -4.316
44 C -6.427 1.088 -4.110
45 C -5.564 0.261 -3.415
46 C -4.361 0.772 -2.946
47 C -4.010 2.101 -3.151
48 C -4.885 2.930 -3.830
49 N -3.478 -0.075 -2.235
50 C -3.245 -1.429 -2.429
51 C -2.234 -1.758 -1.583
52 N -1.838 -0.647 -0.866
53 C -2.612 0.325 -1.280
54 H -7.368 0.708 -4.481
55 H -5.834 -0.768 -3.211
56 H -3.061 2.483 -2.795
57 H -4.631 3.968 -3.994
58 H -3.803 -2.005 -3.146
59 H -1.772 -2.718 -1.423
60 H -2.571 1.336 -0.910
61 N -0.321 2.071 -0.870
62 C -0.646 3.330 -0.431
63 C 0.080 4.474 -0.810
64 C -0.217 5.718 -0.282
65 C -1.250 5.879 0.635
66 C -1.990 4.767 1.009
67 C -1.700 3.515 0.486
68 H 0.886 4.365 -1.525
69 H 0.373 6.575 -0.588
70 H -1.468 6.854 1.052
71 H -2.797 4.867 1.727
72 H -2.262 2.651 0.824
73 N -3.314 -1.726 1.702
74 C -3.104 -3.018 1.434
75 S -1.807 -3.870 2.062
76 N -3.976 -3.659 0.598
77 C -5.149 -3.186 -0.026
78 C -6.017 -2.266 0.560
79 C -7.141 -1.839 -0.135
80 C -7.434 -2.339 -1.394
81 C -6.589 -3.285 -1.962
82 C -5.451 -3.696 -1.290
83 H -2.515 -1.244 2.101
84 H -3.920 -1.188 1.104
85 H -3.714 -4.615 0.422
86 H -5.833 -1.905 1.561
87 H -7.803 -1.120 0.330
88 H -8.319 -2.008 -1.921
89 H -6.814 -3.700 -2.937
90 H -4.779 -4.418 -1.740
91 S 2.152 2.517 1.158
92 P 3.375 2.239 -0.354
93 S 2.841 0.712 -1.598
94 C 3.552 3.748 -1.359
95 C 3.621 3.720 -2.746
96 C 3.749 4.902 -3.461
97 C 3.812 6.116 -2.794
98 C 3.746 6.148 -1.406
99 C 3.614 4.969 -0.692
100 C 5.075 1.890 0.192
101 C 5.464 2.220 1.486
102 C 6.771 1.993 1.897
103 C 7.689 1.436 1.019
104 C 7.302 1.103 -0.273
105 C 5.998 1.329 -0.685
106 H 3.552 2.772 -3.266
107 H 3.792 4.874 -4.543
108 H 3.905 7.040 -3.352
109 H 3.783 7.094 -0.882
110 H 3.521 4.994 0.388
111 H 4.730 2.635 2.167
112 H 7.069 2.249 2.906
113 H 8.707 1.257 1.342
114 H 8.017 0.664 -0.958
115 H 5.692 1.059 -1.689

The value obtained for the LUMO energy is -0.192 eV. The HOMO energy is -6.438 eV.

Atomic partial charges in e from the Mulliken method, atoms 1 to 99: atom 1 (Hf): -0.816, atom 2 (C): -1.152, atom 3 (Si): 0.077, atom 4 (C): -0.861, atom 5 (C): -1.012, atom 6 (C): -0.034, atom 7 (C): -0.278, atom 8 (C): -1.636, atom 9 (C): -0.644, atom 10 (N): 0.379, atom 11 (C): 1.192, atom 12 (S): -0.476, atom 13 (H): 0.331, atom 14 (H): 0.327, atom 15 (H): 0.341, atom 16 (H): 0.388, atom 17 (H): 0.194, atom 18 (H): 0.304, atom 19 (H): 0.347, atom 20 (H): 0.333, atom 21 (H): 0.265, atom 22 (H): 0.290, atom 23 (H): 0.500, atom 24 (H): 0.821, atom 25 (C): -0.927, atom 26 (O): 0.296, atom 27 (C): -0.919, atom 28 (C): -0.665, atom 29 (O): 0.527, atom 30 (C): -0.975, atom 31 (H): 0.349, atom 32 (H): -0.070, atom 33 (H): 0.344, atom 34 (H): 0.542, atom 35 (H): 0.295, atom 36 (H): 0.259, atom 37 (H): 0.566, atom 38 (H): 0.359, atom 39 (H): 0.046, atom 40 (H): 0.227, atom 41 (N): -0.527, atom 42 (C): -0.041, atom 43 (C): 0.610, atom 44 (C): -1.044, atom 45 (C): -0.230, atom 46 (C): 0.867, atom 47 (C): -0.481, atom 48 (C): -1.093, atom 49 (N): 0.806, atom 50 (C): -0.855, atom 51 (C): -1.143, atom 52 (N): 0.609, atom 53 (C): -1.232, atom 54 (H): 0.471, atom 55 (H): 0.222, atom 56 (H): 0.601, atom 57 (H): 0.487, atom 58 (H): 0.723, atom 59 (H): 0.430, atom 60 (H): 0.617, atom 61 (N): 2.090, atom 62 (C): -0.991, atom 63 (C): -0.087, atom 64 (C): -0.557, atom 65 (C): -0.638, atom 66 (C): -0.866, atom 67 (C): 0.075, atom 68 (H): 0.350, atom 69 (H): 0.413, atom 70 (H): 0.376, atom 71 (H): 0.390, atom 72 (H): 0.324, atom 73 (N): 0.046, atom 74 (C): 0.207, atom 75 (S): -0.419, atom 76 (N): -0.016, atom 77 (C): 0.264, atom 78 (C): -0.268, atom 79 (C): -0.699, atom 80 (C): -0.556, atom 81 (C): -0.571, atom 82 (C): -0.464, atom 83 (H): -0.300, atom 84 (H): 0.246, atom 85 (H): 0.272, atom 86 (H): 0.666, atom 87 (H): 0.427, atom 88 (H): 0.472, atom 89 (H): 0.388, atom 90 (H): 0.374, atom 91 (S): -0.369, atom 92 (P): 0.806, atom 93 (S): -0.959, atom 94 (C): 0.651, atom 95 (C): -0.251, atom 96 (C): -0.613, atom 97 (C): -0.494, atom 98 (C): -0.649, atom 99 (C): -0.420

---

(3)
The following is a quantum chemistry calculation of a 2-piece molecular cluster, C5H13N3O overall at a distorted geometry, from OMol25.

Positions of all 22 atoms, in Å:
1 C -1.860 -0.830 0.932
2 C -1.008 -1.092 -0.045
3 C -0.841 -0.262 -1.392
4 O 0.357 -0.570 -1.996
5 N -1.088 1.154 -1.199
6 C -0.019 2.076 -1.547
7 H -2.399 0.103 0.999
8 H -2.067 -1.544 1.714
9 H -0.517 -2.058 -0.110
10 H -1.632 -0.663 -2.048
11 H 1.141 -0.337 -1.342
12 H -1.387 1.340 -0.250
13 H -0.433 3.085 -1.528
14 H 0.319 1.861 -2.559
15 H 0.840 2.041 -0.866
16 H 2.553 -1.066 0.231
17 N 1.941 -0.236 0.076
18 N 1.169 0.052 0.988
19 C 1.228 -0.652 2.234
20 H 1.767 -0.010 2.945
21 H 0.216 -0.763 2.607
22 H 1.721 -1.632 2.158

The SMILES is C=C[C@H](O)NC.[H]/N=N\C. The value obtained for the LUMO energy is 0.141 eV. The HOMO energy is -8.179 eV.

Population analysis type natural (NBO), resulting atomic charges in e: atom 1 (C): -0.434, atom 2 (C): -0.196, atom 3 (C): 0.230, atom 4 (O): -0.746, atom 5 (N): -0.656, atom 6 (C): -0.413, atom 7 (H): 0.190, atom 8 (H): 0.198, atom 9 (H): 0.197, atom 10 (H): 0.168, atom 11 (H): 0.476, atom 12 (H): 0.354, atom 13 (H): 0.194, atom 14 (H): 0.209, atom 15 (H): 0.169, atom 16 (H): 0.293, atom 17 (N): -0.344, atom 18 (N): -0.050, atom 19 (C): -0.490, atom 20 (H): 0.233, atom 21 (H): 0.237, atom 22 (H): 0.183

---

(4)
The following is a quantum chemistry calculation of C23H21Br2IrNO4P as an isolated structure, from OMol25.

Positions of all 53 atoms, in Å:
1 Ir -0.197 0.234 -0.262
2 Br 2.739 -0.600 -0.001
3 C 3.267 1.171 0.308
4 C 4.625 1.422 0.497
5 C 5.052 2.721 0.700
6 C 4.127 3.765 0.706
7 C 2.757 3.521 0.513
8 C 1.845 4.586 0.494
9 C 0.485 4.347 0.288
10 C 0.037 3.054 0.110
11 C 0.911 1.944 0.120
12 C 2.288 2.183 0.315
13 H 5.333 0.604 0.478
14 H 6.104 2.928 0.846
15 H 4.469 4.782 0.857
16 H 2.202 5.599 0.636
17 H -0.212 5.174 0.275
18 H -1.031 2.906 -0.024
19 Br -2.791 0.607 -1.103
20 C -3.072 -1.260 -1.151
21 C -4.354 -1.644 -1.560
22 C -4.674 -2.983 -1.648
23 C -3.707 -3.933 -1.332
24 C -2.418 -3.550 -0.924
25 C -1.474 -4.547 -0.639
26 C -0.183 -4.194 -0.242
27 C 0.161 -2.863 -0.127
28 C -0.720 -1.804 -0.407
29 C -2.052 -2.166 -0.815
30 H -5.086 -0.887 -1.811
31 H -5.662 -3.287 -1.966
32 H -3.944 -4.988 -1.405
33 H -1.752 -5.589 -0.730
34 H 0.543 -4.966 -0.025
35 H 1.165 -2.647 0.206
36 O 1.157 0.105 -3.031
37 N 0.314 0.346 -2.314
38 C -0.305 1.591 4.145
39 O 0.032 1.208 2.769
40 P -0.755 0.103 1.985
41 O -0.531 -1.298 2.659
42 C 0.708 -1.771 3.251
43 O -2.280 0.374 2.174
44 C -3.319 -0.469 2.758
45 H 0.083 0.845 4.833
46 H -1.382 1.695 4.242
47 H 0.184 2.545 4.309
48 H 0.525 -2.803 3.533
49 H 0.943 -1.181 4.132
50 H 1.518 -1.708 2.528
51 H -3.639 -0.002 3.685
52 H -2.932 -1.466 2.946
53 H -4.140 -0.488 2.048

The net charge is +3. The value obtained for the LUMO energy (spin up / spin down) is -9.585 / -12.194 eV. As for the spin multiplicity: 6. The HOMO energy (spin up / spin down) is -17.331 / -18.302 eV.

Population analysis type Mulliken, resulting atomic charges in e: atom 1 (Ir): 0.621, atom 2 (Br): -0.010, atom 3 (C): 0.883, atom 4 (C): -0.806, atom 5 (C): -0.689, atom 6 (C): -0.782, atom 7 (C): 0.803, atom 8 (C): -0.666, atom 9 (C): -1.174, atom 10 (C): 0.294, atom 11 (C): -0.469, atom 12 (C): 0.890, atom 13 (H): 0.492, atom 14 (H): 0.453, atom 15 (H): 0.487, atom 16 (H): 0.488, atom 17 (H): 0.479, atom 18 (H): 0.348, atom 19 (Br): 0.003, atom 20 (C): 0.851, atom 21 (C): -0.809, atom 22 (C): -0.766, atom 23 (C): -0.750, atom 24 (C): 0.857, atom 25 (C): -0.663, atom 26 (C): -1.338, atom 27 (C): -0.144, atom 28 (C): 0.108, atom 29 (C): 0.913, atom 30 (H): 0.463, atom 31 (H): 0.461, atom 32 (H): 0.482, atom 33 (H): 0.495, atom 34 (H): 0.483, atom 35 (H): 0.076, atom 36 (O): -0.108, atom 37 (N): 0.082, atom 38 (C): -0.736, atom 39 (O): -0.084, atom 40 (P): 0.758, atom 41 (O): -0.284, atom 42 (C): -0.530, atom 43 (O): -0.206, atom 44 (C): -0.751, atom 45 (H): 0.271, atom 46 (H): 0.338, atom 47 (H): 0.256, atom 48 (H): 0.262, atom 49 (H): 0.243, atom 50 (H): 0.225, atom 51 (H): 0.297, atom 52 (H): 0.343, atom 53 (H): 0.258

---

(5)
The following is a quantum chemistry calculation of C4H9HfN2O4PS as an isolated structure at a distorted geometry, from OMol25.

Positions of all 22 atoms, in Å:
1 N 3.021 -0.598 -0.335
2 C 1.927 -1.064 -1.073
3 C 0.724 -0.099 -1.654
4 C -0.336 0.142 -0.427
5 P 0.140 1.886 0.190
6 N -0.085 3.078 -0.883
7 C -0.109 -0.800 0.896
8 O -1.237 -0.653 1.866
9 S -2.569 -0.351 0.828
10 O -3.172 0.933 1.448
11 O -3.612 -1.514 0.746
12 O -1.784 0.046 -0.667
13 H 3.644 -1.424 -0.085
14 H 1.893 -2.242 -1.234
15 H 0.209 -0.596 -2.587
16 H 1.152 0.960 -2.000
17 H 1.552 1.824 0.572
18 H -0.626 2.159 1.379
19 H 0.878 3.506 -1.030
20 H 0.895 -0.662 1.519
21 H -0.193 -1.935 0.549
22 Hf -2.312 -2.598 1.984

The net charge is +4. The value obtained for the LUMO energy is -21.012 eV. The HOMO energy is -24.033 eV.

Population analysis type natural (NBO), resulting atomic charges in e: atom 1 (N): -0.446, atom 2 (C): 0.037, atom 3 (C): -0.511, atom 4 (C): 0.070, atom 5 (P): 1.006, atom 6 (N): -0.398, atom 7 (C): -0.230, atom 8 (O): -0.679, atom 9 (S): 2.123, atom 10 (O): -0.593, atom 11 (O): -0.756, atom 12 (O): -0.504, atom 13 (H): 0.420, atom 14 (H): 0.267, atom 15 (H): 0.367, atom 16 (H): 0.298, atom 17 (H): 0.145, atom 18 (H): 0.168, atom 19 (H): 0.445, atom 20 (H): 0.372, atom 21 (H): 0.257, atom 22 (Hf): 2.145

---

(6)
The following is a quantum chemistry calculation of a 4-piece molecular cluster, C3H15NO3 overall at a distorted geometry, from OMol25.

Positions of all 22 atoms, in Å:
1 C 0.884 -0.164 2.029
2 N 0.665 0.764 0.893
3 C 0.489 2.125 1.349
4 C 1.763 0.663 -0.057
5 H 0.532 0.212 2.984
6 H 1.899 -0.556 2.019
7 H 0.245 -1.031 1.829
8 H 0.278 2.818 0.536
9 H -0.285 2.130 2.106
10 H 1.383 2.558 1.810
11 H 1.622 1.468 -0.769
12 H 1.762 -0.294 -0.576
13 H 2.753 0.780 0.404
14 O 0.198 -2.534 -0.901
15 H -0.692 -2.202 -0.933
16 H 0.625 -2.408 -1.747
17 O -1.869 0.032 -0.065
18 H -2.475 0.263 0.626
19 H -0.948 -0.040 0.291
20 O -1.592 -0.508 -2.802
21 H -1.472 0.395 -2.517
22 H -2.381 -0.841 -2.381

The SMILES is CN(C)C.O.O.O. The value obtained for the LUMO energy is 0.688 eV. The HOMO energy is -8.974 eV.

Population analysis type natural (NBO), resulting atomic charges in e: atom 1 (C): -0.431, atom 2 (N): -0.471, atom 3 (C): -0.406, atom 4 (C): -0.414, atom 5 (H): 0.201, atom 6 (H): 0.196, atom 7 (H): 0.204, atom 8 (H): 0.202, atom 9 (H): 0.197, atom 10 (H): 0.166, atom 11 (H): 0.197, atom 12 (H): 0.217, atom 13 (H): 0.167, atom 14 (O): -0.962, atom 15 (H): 0.487, atom 16 (H): 0.477, atom 17 (O): -1.003, atom 18 (H): 0.468, atom 19 (H): 0.506, atom 20 (O): -0.956, atom 21 (H): 0.480, atom 22 (H): 0.477